2 unconnected molecules or ions with the total composition C30H31N4O5, computed with ωB97M-V with the def2-TZVPD basis set.

Element x y z (Å)
1 C 3.0522 -2.1930 1.0655
2 N 3.0061 -0.9014 1.7149
3 C 4.2684 -0.3776 1.9925
4 O 5.2957 -1.0260 1.7887
5 N 4.3194 0.9199 2.5006
6 C 5.6596 1.4368 2.6765
7 C 3.1899 1.6682 2.8949
8 O 3.3280 2.8075 3.3455
9 C 1.8673 1.0332 2.7120
10 C 0.7764 1.7777 3.0676
11 C -0.6179 1.3928 2.9582
12 C -1.0862 0.1676 3.4593
13 C -2.3619 -0.2877 3.1909
14 C -3.2758 0.5525 2.4879
15 N -4.5440 0.1075 2.2258
16 C -5.0718 -1.0651 2.8896
17 C -4.0346 -2.1638 2.9246
18 C -2.7676 -1.6647 3.6170
19 C -5.5959 1.0223 1.8428
20 C -5.0823 2.0289 0.8400
21 C -3.8618 2.7636 1.4105
22 C -2.8770 1.8609 2.0981
23 C -1.5690 2.2618 2.3602
24 C 1.7816 -0.2336 1.9446
25 O 0.7484 -0.7030 1.4840
26 H 2.0347 -2.5350 0.9125
27 H 3.5867 -2.1067 0.1138
28 H 3.6227 -2.8746 1.7012
29 H 5.5906 2.4255 3.1205
30 H 6.2204 0.7445 3.3110
31 H 6.1593 1.4747 1.7041
32 H 0.9847 2.8166 3.3193
33 H -0.4167 -0.4637 4.0527
34 H -5.3705 -0.7910 3.9189
35 H -5.9686 -1.3745 2.3394
36 H -4.4537 -3.0180 3.4608
37 H -3.7999 -2.4764 1.9007
38 H -1.9434 -2.3616 3.4154
39 H -2.9307 -1.6753 4.7073
40 H -6.4119 0.4233 1.4207
41 H -5.9793 1.5410 2.7414
42 H -4.8069 1.5091 -0.0858
43 H -5.8887 2.7338 0.6132
44 H -3.3644 3.3123 0.6013
45 H -4.2272 3.5174 2.1283
46 H -1.2286 3.2454 2.0450
47 C 5.6969 -1.3558 5.9634
48 C 4.6989 -0.3233 6.4181
49 O 3.5393 -1.0094 6.9089
50 C 2.5929 -0.1353 7.3757
51 C 1.3747 -0.8314 7.7235
52 C 0.3180 -0.2582 8.4324
53 C 0.3426 1.1150 8.8543
54 C -0.7577 1.7120 9.4283
55 C -1.9353 0.9799 9.6548
56 C -3.0988 1.6452 10.1597
57 N -4.0484 2.2072 10.5497
58 C -1.9612 -0.3942 9.3497
59 C -0.8600 -1.0146 8.7857
60 O 2.8370 1.0757 7.4409
61 H 6.5029 -0.8476 5.4262
62 H 6.1341 -1.8737 6.8272
63 H 5.2335 -2.0950 5.2971
64 H 5.1376 0.3133 7.1967
65 H 4.3998 0.3287 5.5846
66 H 1.3497 -1.8874 7.4841
67 H 1.2629 1.6747 8.6836
68 H -0.7130 2.7695 9.7088
69 H -2.8647 -0.9663 9.5731
70 H -0.8488 -2.0897 8.6017

Values from the calculation:
HOMO-LUMO gap: 0.1651 Ha
Total charge: -1
LUMO energy: 1.400 eV
Energy relative to the best compared isomer or geometry (same formula, charge and spin): 0.000 eV

A molecular structure, C30H31N6O2SZr, computed with ωB97M-V with the def2-TZVPD basis set.

Element x y z (Å)
1 Zr -0.1314 0.8158 0.8826
2 N 3.2821 -1.4536 -0.6043
3 C 3.8339 -0.3377 -0.0584
4 C 2.7912 0.4277 0.3814
5 N 1.6063 -0.2229 0.0982
6 C 1.9527 -1.3597 -0.4989
7 H 3.7974 -2.2197 -1.0238
8 H 4.8918 -0.1691 -0.0202
9 H 2.8227 1.3971 0.8639
10 H 1.2649 -2.1066 -0.8617
11 S -0.2743 -0.5532 7.3015
12 C -0.0985 -0.4138 5.6010
13 C 0.9041 0.4397 5.0846
14 C 1.0101 0.6338 3.7334
15 N 0.2340 -0.0044 2.8137
16 C -0.6784 -0.8882 3.3082
17 C -0.8835 -1.0955 4.6460
18 C -1.7221 -1.6263 7.4282
19 C -2.9795 -1.0468 7.4662
20 C -4.0739 -1.9031 7.5462
21 N -3.9461 -3.2115 7.5877
22 C -2.7487 -3.7559 7.5759
23 C -1.5796 -3.0016 7.4977
24 H 1.5782 0.9353 5.7671
25 H 1.7636 1.3184 3.3395
26 H -1.2559 -1.4468 2.5724
27 H -1.6435 -1.7899 4.9695
28 H -3.1059 0.0227 7.4392
29 H -5.0836 -1.5186 7.5705
30 H -2.7107 -4.8348 7.6239
31 H -0.6104 -3.4728 7.4908
32 C -3.8413 3.9633 1.3081
33 C -2.8775 3.5155 2.2025
34 C -2.2930 2.2668 2.0383
35 C -2.6910 1.4394 0.9574
36 C -3.6730 1.9036 0.0687
37 C -4.2399 3.1513 0.2531
38 N -2.0107 0.2382 0.8298
39 C -2.3431 -0.7512 -0.1181
40 C -3.4545 -1.5790 0.0289
41 C -3.6603 -2.6176 -0.8648
42 C -2.7619 -2.8442 -1.8970
43 C -1.6721 -2.0014 -2.0716
44 C -1.4578 -0.9475 -1.1929
45 H -4.3052 4.9254 1.4501
46 H -2.6106 4.1233 3.0566
47 H -1.6155 1.8683 2.8147
48 H -3.9976 1.2636 -0.7387
49 H -5.0118 3.4852 -0.4233
50 H -4.1504 -1.3915 0.8341
51 H -4.5250 -3.2533 -0.7555
52 H -2.9212 -3.6659 -2.5772
53 H -1.0088 -2.1619 -2.9091
54 H -0.6664 -0.1968 -1.3846
55 O 0.5436 2.8779 1.3906
56 C 0.0689 3.2252 0.2679
57 O -0.2491 2.3395 -0.5599
58 C -0.1013 4.7028 -0.0582
59 N 0.6532 5.5246 0.9426
60 C 1.7909 6.1794 0.2158
61 C 1.2481 6.3628 -1.1933
62 C 0.4799 5.0641 -1.4404
63 H -1.1729 4.9283 -0.0049
64 H 0.9742 4.8921 1.6961
65 H 0.0515 6.2402 1.3661
66 H 2.6390 5.4937 0.2150
67 H 2.0779 7.1140 0.6964
68 H 2.0449 6.5094 -1.9194
69 H 0.5813 7.2226 -1.2490
70 H 1.1448 4.2727 -1.7890
71 H -0.3028 5.1842 -2.1856

Values from the calculation:
HOMO-LUMO gap: 0.2467 Ha
Total charge: +3
LUMO energy: -8.862 eV
Energy relative to the best compared isomer or geometry (same formula, charge and spin): 0.588 eV

A molecular structure, C30H32AsMoN3O9S, computed with ωB97M-V with the def2-TZVPD basis set.

Element x y z (Å)
1 Mo -0.1113 -0.2049 -0.5651
2 O 0.3219 -4.3476 -1.5233
3 As 0.5432 -2.6489 -1.5795
4 O 1.1544 -1.9390 -0.1781
5 O -0.9868 -1.8158 -1.4362
6 C 1.5012 -2.3494 -3.1788
7 C 1.8417 -3.4590 -3.9269
8 C 2.5602 -3.2961 -5.1147
9 C 2.9357 -2.0437 -5.5435
10 C 2.6000 -0.9093 -4.8016
11 C 1.8923 -1.0591 -3.6292
12 S 1.3523 0.4077 -2.8442
13 O 1.7822 1.5461 -3.5594
14 O -0.1297 0.1834 -2.6946
15 O 1.7527 0.3360 -1.3711
16 H -0.1061 -4.6010 -0.6843
17 H 1.5618 -4.4487 -3.5985
18 H 2.8202 -4.1678 -5.7006
19 H 3.4867 -1.9285 -6.4674
20 H 2.8808 0.0802 -5.1357
21 C 0.5037 -4.0770 2.2329
22 O -0.6668 -4.0618 1.3947
23 C -1.6263 -5.0017 1.5971
24 C -1.4379 -6.2381 2.2022
25 C -2.4711 -7.1681 2.2167
26 C -3.6984 -6.8925 1.6205
27 C -3.8984 -5.6499 1.0507
28 C -2.8792 -4.7133 1.0802
29 N -3.1208 -3.4175 0.4962
30 C -2.7050 -2.2634 0.8718
31 C -2.1381 -1.9460 2.1700
32 C -2.6377 -2.5903 3.3095
33 C -2.2253 -2.2022 4.5677
34 C -1.2885 -1.1757 4.6881
35 C -0.7676 -0.5486 3.5643
36 C -1.2062 -0.9443 2.3213
37 O -0.6385 -0.3944 1.2159
38 H 1.0457 -3.1666 1.9972
39 H 1.1254 -4.9421 2.0048
40 H 0.2156 -4.0910 3.2836
41 H -0.4828 -6.4822 2.6434
42 H -2.3047 -8.1280 2.6880
43 H -4.4882 -7.6297 1.6065
44 H -4.8556 -5.3929 0.6077
45 H -3.6642 -3.4429 -0.3618
46 H -2.8887 -1.4713 0.1555
47 H -3.3810 -3.3710 3.1985
48 H -2.6324 -2.6832 5.4455
49 H -0.9531 -0.8651 5.6695
50 H -0.0149 0.2228 3.6462
51 C -4.0686 6.9155 -1.0071
52 C -4.1382 5.4545 -1.4179
53 N -3.4356 5.1678 -2.6720
54 C -3.9810 5.7547 -3.9101
55 C -3.1642 6.9274 -4.4223
56 C -2.3815 4.3439 -2.7993
57 O -1.8891 4.0042 -3.8631
58 C -1.7091 3.7920 -1.5594
59 C -1.1243 4.5734 -0.5808
60 C -0.3513 3.9761 0.4058
61 C -0.1907 2.6134 0.3850
62 N -0.7443 1.8483 -0.5773
63 C -1.4811 2.4293 -1.5369
64 H -4.5561 7.0567 -0.0414
65 H -4.5764 7.5566 -1.7287
66 H -3.0358 7.2625 -0.9252
67 H -5.1795 5.1535 -1.5487
68 H -3.7310 4.8179 -0.6357
69 H -5.0053 6.0513 -3.6836
70 H -4.0170 4.9671 -4.6601
71 H -3.1486 7.7516 -3.7078
72 H -3.5910 7.2981 -5.3550
73 H -2.1394 6.6163 -4.6249
74 H -1.2633 5.6486 -0.5879
75 H 0.1270 4.5570 1.1814
76 H 0.4073 2.1146 1.1353
77 H -1.8716 1.7959 -2.3191

Values from the calculation:
HOMO-LUMO gap (spin up / spin down): 0.2618 / 0.2526 Ha
Total charge: +2
LUMO energy (spin up / spin down): -6.308 / -6.561 eV
2S+1: 3
Energy relative to the best compared isomer or geometry (same formula, charge and spin): 0.000 eV

A molecular structure, C30H32AuBrNO2PSi, computed with ωB97M-V with the def2-TZVPD basis set.

Element x y z (Å)
1 Au -0.5358 0.2654 -0.3484
2 Br 5.8824 1.0889 0.1800
3 C 4.3431 2.2084 0.6386
4 C 4.4605 2.9620 1.7902
5 C 3.3435 3.7728 2.0564
6 C 2.2563 3.7619 1.2274
7 C 2.2175 2.8935 0.0840
8 N 3.3426 2.1319 -0.1749
9 C -0.2288 3.1933 -0.0910
10 O -0.5158 4.3770 0.1231
11 O -1.0254 2.2274 0.2377
12 H 5.3430 2.9355 2.4100
13 H 3.3575 4.4342 2.9173
14 H 1.4008 4.3960 1.4096
15 C 0.7316 1.0599 2.9143
16 P -0.3678 -0.4055 2.7628
17 C -2.0391 0.3395 2.8086
18 C -2.2944 1.7009 2.9369
19 C -3.6004 2.1732 2.9545
20 C -4.6669 1.2936 2.8473
21 C -4.4236 -0.0661 2.6968
22 C -3.1188 -0.5324 2.6631
23 C -0.2307 -0.9521 4.5371
24 C 0.9106 -1.6854 4.8738
25 C 1.1012 -2.1807 6.1545
26 C 0.1349 -1.9752 7.1317
27 C -1.0094 -1.2603 6.8117
28 C -1.1878 -0.7506 5.5302
29 H 0.5226 1.6532 3.8059
30 H 0.6162 1.6731 2.0207
31 H 1.7658 0.7142 2.9481
32 H -1.4773 2.4069 2.9776
33 H -3.7786 3.2390 3.0257
34 H -5.6842 1.6676 2.8507
35 H -5.2494 -0.7586 2.5819
36 H -2.9254 -1.5890 2.5086
37 H 1.6594 -1.8717 4.1104
38 H 2.0004 -2.7391 6.3877
39 H 0.2723 -2.3727 8.1305
40 H -1.7708 -1.0912 7.5651
41 H -2.0829 -0.1846 5.3019
42 C 1.0820 2.7849 -0.7386
43 C 1.0968 2.7042 -2.1710
44 C -0.1205 2.7622 -2.8992
45 C -0.1576 2.6987 -4.2792
46 C 1.0083 2.5733 -5.0302
47 C 2.2165 2.5152 -4.3392
48 C 2.2698 2.5739 -2.9581
49 H -1.0495 2.8556 -2.3483
50 H -1.1207 2.7377 -4.7797
51 H 0.9756 2.5105 -6.1117
52 H 3.1461 2.4082 -4.8908
53 H 3.2262 2.5009 -2.4637
54 C -1.6668 -0.8314 -3.5621
55 Si -0.2278 -1.7855 -2.8036
56 C 1.3560 -1.1664 -3.6067
57 C -0.4685 -3.5923 -3.3664
58 C -0.1420 -1.6504 -0.9631
59 H -1.7139 -0.9654 -4.6479
60 H -1.5496 0.2331 -3.3477
61 H -2.6196 -1.1549 -3.1312
62 H 1.3347 -1.2986 -4.6926
63 H 2.2276 -1.6970 -3.2124
64 H 1.4969 -0.1017 -3.3964
65 H -0.4246 -3.6843 -4.4565
66 H -1.4387 -3.9745 -3.0340
67 H 0.3054 -4.2376 -2.9404
68 H 0.8747 -1.8934 -0.6254
69 H -0.8186 -2.3580 -0.4668

Values from the calculation:
HOMO-LUMO gap: 0.1622 Ha
Total charge: -2
LUMO energy: 4.324 eV
Energy relative to the best compared isomer or geometry (same formula, charge and spin): 0.000 eV

2 unconnected molecules or ions with the total composition C30H32BClO2S, computed with ωB97M-V with the def2-TZVPD basis set.

Element x y z (Å)
1 C -3.5329 -2.1499 1.5604
2 C -2.7832 -1.0655 0.7803
3 C -3.4862 0.2602 1.0390
4 O -1.4224 -1.0064 1.3325
5 B -0.5778 -1.3837 0.3139
6 C 0.9531 -1.7189 0.4217
7 C 1.4321 -2.4554 -0.8426
8 C 1.0386 -3.7987 -1.0627
9 C 1.4870 -4.5303 -2.1629
10 C 2.2788 -3.9213 -3.1437
11 C 2.6621 -2.5877 -2.9571
12 C 2.2528 -1.8731 -1.8152
13 C 2.0100 -1.0978 1.3609
14 C 1.7409 -1.0016 2.7522
15 C 2.7690 -0.8901 3.7007
16 C 4.0953 -0.7024 3.2745
17 C 4.3504 -0.6075 1.9059
18 C 3.3388 -0.8590 0.9724
19 O -1.1319 -1.3010 -0.9451
20 C -2.5607 -1.3626 -0.7854
21 C -3.0060 -2.7313 -1.2989
22 C -3.1867 -0.3254 -1.7062
23 H -4.5414 -2.2564 1.1341
24 H -3.0099 -3.1210 1.5420
25 H -3.6268 -1.8460 2.6127
26 H -4.5343 0.1982 0.7088
27 H -3.4735 0.4843 2.1100
28 H -2.9930 1.0924 0.5215
29 H 0.5649 -2.5697 1.0523
30 H 0.3991 -4.2863 -0.3188
31 H 1.2201 -5.5832 -2.2955
32 H 2.6109 -4.4695 -4.0326
33 H 3.2922 -2.1013 -3.7099
34 H 2.5934 -0.8394 -1.6893
35 H 0.7049 -1.0818 3.0952
36 H 2.5420 -0.9474 4.7735
37 H 4.9163 -0.5985 3.9836
38 H 5.3498 -0.3715 1.5506
39 H 3.6091 -0.9033 -0.0808
40 H -4.0992 -2.8059 -1.2158
41 H -2.7644 -2.7899 -2.3717
42 H -2.5225 -3.5771 -0.7850
43 H -4.2847 -0.3650 -1.6623
44 H -2.8484 0.6823 -1.4501
45 H -2.8862 -0.5043 -2.7442
46 C -3.4847 5.3290 0.7403
47 C -2.4856 4.3560 0.2170
48 C -2.3287 3.9316 -1.1014
49 C -1.0800 3.2674 -1.3406
50 C -0.2336 3.2304 -0.2328
51 C 1.1207 2.7558 -0.1425
52 C 1.8129 2.3429 -1.3114
53 C 3.2124 2.2160 -1.2972
54 C 3.9336 2.4542 -0.1071
55 Cl 5.6380 2.5853 -0.1382
56 C 3.2242 2.7028 1.0857
57 C 1.8339 2.8739 1.0636
58 S -1.1597 3.7806 1.1765
59 H -4.1282 5.6901 -0.0660
60 H -4.1388 4.9494 1.5370
61 H -2.9133 6.1985 1.0950
62 H -3.0852 4.1367 -1.8580
63 H -0.7884 2.8935 -2.3238
64 H 1.2728 2.2090 -2.2566
65 H 3.7542 1.8763 -2.1791
66 H 3.7581 2.6830 2.0301
67 H 1.3262 3.2074 1.9863

Values from the calculation:
HOMO-LUMO gap: 0.2914 Ha
LUMO energy: 0.192 eV
Energy relative to the best compared isomer or geometry (same formula, charge and spin): 0.000 eV

A molecular structure, C30H32BF5N8SSeTi, computed with ωB97M-V with the def2-TZVPD basis set.

Element x y z (Å)
1 Ti 0.1423 0.0827 0.0189
2 C 2.9155 -0.6486 -4.3436
3 C 2.3266 -0.4150 -2.9563
4 C 3.4103 -0.5070 -1.8776
5 C 1.2121 -1.3777 -2.6667
6 C 0.8201 -2.4995 -3.3900
7 C -0.2160 -3.0609 -2.6655
8 N -0.4337 -2.3176 -1.5804
9 N 0.4411 -1.2755 -1.5669
10 B -1.4059 -2.5895 -0.3985
11 N -2.3917 -1.4115 -0.2558
12 C -3.7217 -1.4691 -0.3859
13 C -4.2390 -0.2173 -0.1473
14 C -3.1385 0.5952 0.1388
15 N -2.0129 -0.1353 0.0526
16 C -3.2764 2.0170 0.6154
17 C -2.1187 2.9534 0.3004
18 C -3.6068 2.0189 2.1149
19 N -0.5427 -2.7136 0.8626
20 C -0.3637 -3.7608 1.6736
21 C 0.6705 -3.4776 2.5375
22 C 1.1105 -2.2003 2.1797
23 N 0.3612 -1.7411 1.1647
24 C 2.2665 -1.4426 2.7563
25 C 2.1955 -1.3937 4.2825
26 C 3.5857 -2.0588 2.2807
27 H 3.6877 0.0918 -4.5491
28 H 3.3763 -1.6359 -4.4106
29 H 2.1546 -0.5697 -5.1210
30 H 1.9039 0.5937 -2.9334
31 H 3.8660 -1.4990 -1.8837
32 H 4.1904 0.2333 -2.0562
33 H 3.0115 -0.3282 -0.8762
34 H 1.2407 -2.8620 -4.3107
35 H -0.8101 -3.9414 -2.8458
36 H -2.0197 -3.5942 -0.6055
37 H -4.2010 -2.4030 -0.6276
38 H -5.2730 0.0816 -0.1515
39 H -4.1549 2.4060 0.0936
40 H -1.1701 2.6019 0.7148
41 H -1.9997 3.0883 -0.7740
42 H -2.3149 3.9319 0.7395
43 H -2.7802 1.6220 2.7036
44 H -3.8096 3.0367 2.4498
45 H -4.4858 1.4097 2.3236
46 H -0.9834 -4.6366 1.5747
47 H 1.0641 -4.1092 3.3144
48 H 2.2211 -0.4252 2.3710
49 H 2.2835 -2.3944 4.7088
50 H 3.0157 -0.7925 4.6768
51 H 1.2536 -0.9645 4.6280
52 H 3.6822 -3.0853 2.6388
53 H 3.6456 -2.0723 1.1914
54 H 4.4293 -1.4832 2.6630
55 F 0.2849 2.5450 6.4232
56 C 0.6253 2.3565 5.1577
57 C -0.1853 1.5981 4.3294
58 F -1.3021 1.0464 4.7940
59 C 0.2025 1.4233 3.0196
60 F -0.5812 0.6734 2.1934
61 C 1.3549 1.9549 2.4809
62 S 1.7764 1.6465 0.8044
63 C 2.1518 2.7095 3.3335
64 F 3.2815 3.2477 2.8866
65 C 1.7940 2.9126 4.6567
66 F 2.5640 3.6372 5.4545
67 Se 0.8472 3.0648 -1.7758
68 N -0.0972 1.5291 -1.6805
69 C -0.8152 1.4304 -2.7962
70 C -1.7316 0.3872 -3.1326
71 C -2.3784 0.4508 -4.3214
72 C -2.1808 1.5212 -5.2573
73 C -1.3312 2.5342 -4.9825
74 C -0.6257 2.5151 -3.7364
75 N 0.2146 3.4581 -3.3626
76 H -1.9112 -0.4293 -2.4519
77 H -3.0773 -0.3342 -4.5807
78 H -2.7310 1.5059 -6.1881
79 H -1.1628 3.3606 -5.6585

Values from the calculation:
HOMO-LUMO gap (spin up / spin down): 0.2672 / 0.2735 Ha
Total charge: +1
LUMO energy (spin up / spin down): -4.013 / -4.002 eV
2S+1: 2
Energy relative to the best compared isomer or geometry (same formula, charge and spin): 0.409 eV